Entry from the Open Molecules 2025 dataset: CH4InO as an isolated structure at a distorted geometry (the ωB97M-V functional and the def2-TZVPD basis).

**Energy above the lowest of the compared OMol25 structures with the same formula, charge and spin**: 109.4 kJ/mol
**Total charge**: +3
**Gap between HOMO and LUMO**: 4.2 eV
**E_LUMO**: -22.4 eV
**HOMO level**: -26.625 eV

Last column: Mulliken charge in e.
Geometry (Å):
1 In 9.859 1.888 -29.331  1.55
2 C 13.715 0.662 -30.343  -0.17
3 O 12.853 0.880 -29.328  -0.10
4 H 14.769 0.898 -30.084  0.39
5 H 13.430 -0.332 -30.872  0.41
6 H 13.574 1.406 -31.274  0.44
7 H 13.445 1.024 -28.513  0.49

Cartesian forces, eV/Å:
In -0.65 0.28 0.18
C 0.50 0.56 1.97
O 1.81 -1.41 -0.69
H -0.04 -0.04 -0.11
H -0.66 0.47 -0.77
H -0.11 -0.54 -0.70
H -0.84 0.67 0.12

=====

Entry from the Open Molecules 2025 dataset: an isolated ion of composition C23H37OSi and charge +1 at a distorted geometry (the ωB97M-V functional and the def2-TZVPD basis).

**Energy above the lowest of the compared OMol25 structures with the same formula, charge and spin**: 215.9 kJ/mol
**Total charge**: +1
**Gap between HOMO and LUMO**: 7.5 eV
**E_LUMO**: -4.5 eV
**HOMO level**: -12.027 eV

Last column: Mulliken charge in e.
Geometry (Å):
1 C -0.837 1.728 4.026  -1.46
2 C -1.876 1.124 3.076  1.07
3 C -2.283 -0.286 3.508  -1.51
4 Si -1.415 1.266 1.244  -0.54
5 C -2.701 0.416 0.187  0.99
6 C -2.298 0.471 -1.292  -1.34
7 C -4.098 0.972 0.439  -1.61
8 C -1.139 3.069 0.819  0.91
9 C 0.309 3.504 1.067  -1.38
10 C -2.138 4.013 1.496  -1.54
11 O 0.018 0.475 0.685  -0.05
12 C 0.247 -0.834 0.413  0.61
13 C 0.366 -1.704 1.634  -1.88
14 C 0.926 -1.126 -0.830  -0.53
15 H -1.166 1.591 5.067  0.45
16 H 0.133 1.225 3.911  0.25
17 H -0.699 2.807 3.871  0.25
18 H -2.777 1.762 3.109  0.31
19 H -2.702 -0.248 4.524  0.49
20 H -3.057 -0.713 2.858  0.33
21 H -1.413 -0.955 3.525  0.23
22 H -2.674 -0.635 0.518  0.35
23 H -3.106 0.047 -1.901  0.47
24 H -2.123 1.502 -1.631  0.27
25 H -1.392 -0.120 -1.491  0.14
26 H -4.806 0.429 -0.199  0.51
27 H -4.417 0.832 1.480  0.35
28 H -4.172 2.040 0.192  0.25
29 H -1.324 3.076 -0.267  0.32
30 H 0.430 4.545 0.738  0.45
31 H 0.579 3.453 2.130  0.26
32 H 1.017 2.896 0.493  0.22
33 H -2.089 4.987 0.992  0.46
34 H -3.176 3.664 1.424  0.29
35 H -1.897 4.175 2.556  0.28
36 H 1.124 -2.502 1.559  0.60
37 H 0.603 -1.162 2.574  0.26
38 H -0.587 -2.251 1.715  0.39
39 H 1.135 -2.173 -0.434  -0.07
40 H 1.622 -0.231 -0.679  0.24
41 C 1.091 -0.653 -3.268  -1.03
42 C 0.054 -1.291 -4.228  -0.94
43 C -0.060 -2.726 -3.733  -0.54
44 C 0.660 -2.952 -2.618  -1.07
45 C 1.304 -1.640 -2.116  2.66
46 C 2.868 -1.900 -1.906  0.61
47 C 3.301 -3.100 -1.328  -0.44
48 C 4.591 -3.194 -0.790  -0.75
49 C 5.463 -2.101 -0.855  -0.54
50 C 5.057 -0.921 -1.500  -0.84
51 C 3.755 -0.821 -2.016  -0.52
52 H 2.056 -0.585 -3.756  0.66
53 H 0.799 0.353 -2.975  0.27
54 H -0.905 -0.738 -4.239  0.32
55 H 0.473 -1.258 -5.244  0.43
56 H -0.649 -3.466 -4.299  0.49
57 H 0.762 -3.848 -1.999  0.31
58 H 2.650 -3.979 -1.342  0.27
59 H 4.907 -4.137 -0.334  0.41
60 H 6.451 -2.169 -0.402  0.41
61 H 5.750 -0.089 -1.604  0.40
62 H 3.474 0.088 -2.555  0.35

Cartesian forces, eV/Å:
C -0.04 0.03 0.22
C 0.24 -0.10 -0.47
C -0.17 0.04 0.28
Si -0.98 0.71 0.65
C 0.52 0.03 0.17
C -0.17 -0.12 -0.16
C -0.32 -0.14 -0.12
C 0.16 -0.61 -0.23
C 0.09 0.28 -0.17
C -0.10 0.22 -0.11
O 0.35 -2.80 -0.48
C -0.13 4.09 0.85
C -0.25 -0.95 0.17
C 0.02 -1.37 4.90
H 0.16 0.03 -0.22
H -0.09 0.16 0.11
H 0.04 -0.37 -0.01
H 0.15 -0.12 -0.03
H 0.16 -0.13 -0.23
H 0.21 0.01 0.10
H -0.30 0.07 0.09
H -0.15 0.02 -0.12
H 0.16 0.09 -0.04
H -0.07 -0.27 0.03
H -0.27 0.23 -0.04
H -0.05 0.20 0.14
H 0.06 0.09 -0.20
H 0.03 -0.25 0.02
H 0.08 0.27 0.12
H 0.09 -0.16 0.13
H -0.04 0.01 -0.26
H -0.06 0.10 0.15
H -0.05 -0.13 0.21
H 0.23 0.08 0.07
H -0.08 -0.09 -0.28
H -0.24 0.48 -0.35
H -0.54 0.01 -0.85
H 0.01 0.23 0.32
H 1.46 1.32 0.53
H -0.07 -1.22 0.25
C -0.30 -0.31 -0.73
C 0.30 0.05 0.07
C 0.25 -0.20 0.28
C -1.00 1.23 0.01
C 1.36 -1.18 -5.07
C -0.55 0.48 0.56
C 0.30 0.16 -0.12
C -0.13 0.07 -0.28
C -0.37 0.18 -0.08
C -0.29 -0.59 0.01
C 0.56 -0.28 0.02
H -0.13 0.20 -0.47
H 0.00 -0.01 0.25
H 0.35 -0.46 0.01
H -0.42 -0.11 0.14
H 0.45 0.32 0.49
H -0.30 0.12 -0.62
H 0.28 0.34 0.27
H -0.04 0.38 -0.17
H -0.21 0.01 -0.20
H -0.18 -0.17 0.05
H 0.00 -0.22 0.42